DFT (ωB97M-V/def2-TZVPD) results for a structure of composition C26H30BrN2O2OsP in a non-equilibrium geometry.

Each line ends with the natural charge from an NBO analysis.
Geometry (Å):
Os (0.13880, -0.74395, 0.60086)  1.22
Br (-1.73600, 2.11265, -5.98644)  0.14
P (-1.98960, -1.64115, -0.04184)  0.87
O (0.67080, 3.64705, 0.29956)  -0.50
O (-0.41220, 1.70525, 0.66456)  -0.65
N (2.33620, -0.38275, 0.72566)  -0.59
N (1.33980, -2.90095, 1.01856)  -0.52
C (4.94720, -3.64665, 0.63036)  -0.16
C (5.44740, -2.39295, 0.51436)  -0.15
C (4.20630, 1.11105, 0.63436)  -0.23
C (-0.18620, 2.50775, -1.60054)  -0.16
C (-2.94530, -2.63895, 1.15736)  -0.94
C (-0.78330, 3.54425, -3.69144)  -0.23
C (-2.05290, 3.47115, 1.52646)  -0.28
C (2.84100, 0.84355, 0.73686)  0.09
C (4.59570, -1.25185, 0.57166)  -0.08
C (0.86100, -4.11105, 1.23826)  0.08
C (3.55410, -3.86195, 0.82926)  -0.06
C (0.09370, 2.71485, -0.16844)  0.79
C (2.66980, -2.75725, 0.83226)  0.12
C (-0.33680, 3.65365, -2.39014)  -0.14
C (-1.69840, -2.80945, -1.42714)  -0.93
C (-1.06750, 2.28635, -4.21454)  -0.04
C (-2.82600, 3.66805, 2.83016)  -0.60
C (3.19720, -1.43095, 0.68816)  0.24
C (-2.92990, 3.89705, 0.35066)  -0.61
C (-0.85100, 1.13275, -3.46044)  -0.25
C (-3.31040, -0.58165, -0.75784)  -0.92
C (-1.65070, 1.99765, 1.38336)  -0.05
C (-0.41110, 1.24825, -2.15874)  -0.18
C (3.00730, -5.13935, 1.04516)  -0.09
C (1.65440, -5.26265, 1.25576)  -0.22
C (5.09010, 0.06425, 0.51796)  -0.07
H (1.20210, -6.22445, 1.43956)  0.25
H (-3.06650, -2.09795, 2.09356)  0.26
H (-2.90240, 0.18495, -1.41364)  0.26
H (5.59580, -4.50825, 0.59196)  0.25
H (-3.88790, -0.10395, 0.03246)  0.26
H (-2.64350, -3.20125, -1.79844)  0.27
H (-3.93060, -2.85945, 0.75086)  0.27
H (-1.07450, -3.63575, -1.09524)  0.25
H (-2.22610, 3.38775, 3.69206)  0.22
H (-0.20100, -4.18465, 1.42176)  0.20
H (-0.20280, 0.34055, -1.56314)  0.16
H (-0.12860, 4.62295, -1.95974)  0.25
H (-1.03730, 0.16705, -3.90394)  0.24
H (-2.43710, -3.57605, 1.36556)  0.25
H (-3.09540, 4.71575, 2.93306)  0.24
H (-3.23750, 4.93005, 0.46966)  0.24
H (-1.18380, -2.29925, -2.24144)  0.25
H (4.54600, 2.13395, 0.63906)  0.26
H (2.14630, 1.66395, 0.84746)  0.23
H (-1.15750, 4.09875, 1.57156)  0.24
H (-2.42070, 3.80665, -0.60494)  0.20
H (-3.98330, -1.21595, -1.33614)  0.26
H (-3.82850, 3.28525, 0.31756)  0.21
H (-0.92590, 4.43045, -4.29084)  0.26
H (-3.74170, 3.08145, 2.83066)  0.21
H (-1.51840, 1.53695, 2.36666)  0.20
H (3.65700, -6.00125, 1.06026)  0.25
H (6.15180, 0.23415, 0.40666)  0.25
H (6.50670, -2.23625, 0.38956)  0.25
H (-2.43790, 1.47185, 0.83366)  0.18

## Properties
DFT total energy = -116306.9822 eV
charge = +2
HOMO energy (alpha / beta) = -14.0787 / -14.0759 eV
spin multiplicity = 5
<S²> = 6.011
Kohn-Sham gap (alpha / beta) = 7.6 / 5.8 eV
relative energy (zero: lowest compared OMol25 entry of this formula, charge and spin) = 1.297 eV